Record 1
C35H34N6ORh as an isolated structure. Source: the Open Molecules 2025 dataset; level of theory: wB97M-V/def2-TZVPD.

The calculated total energy is -50839.973 eV. Its charge is +1. As for the orbital gap (alpha / beta): 5.460 / 5.402 eV. The HOMO energy (alpha / beta) comes out at -9.63 / -9.63 eV.

Each line ends with the Löwdin charge.
Atoms and positions in Å:
Rh  0.25803  0.32036  0.39568  1.27
C  0.70900  0.54816  -3.90992  -0.03
C  1.00288  0.58415  -2.55223  -0.11
N  0.06140  0.67457  -1.62074  -0.03
C  -1.24717  0.71221  -2.00134  -0.14
C  -1.62136  0.77005  -3.36419  -0.15
C  -0.59756  0.66126  -4.32499  0.03
C  -2.98480  0.92309  -3.68237  -0.03
C  -3.91842  0.99111  -2.67591  -0.06
C  -3.56662  0.84346  -1.33278  0.00
C  -2.23067  0.68876  -0.96129  -0.20
N  -1.70685  0.42760  0.28005  -0.09
C  -2.28120  0.53626  1.52722  -0.21
C  -3.50640  1.09788  1.87239  -0.01
C  -3.94299  1.11636  3.19999  -0.06
C  -3.17607  0.61679  4.22236  -0.03
C  -1.89653  0.09677  3.94278  -0.15
C  -1.01539  -0.38479  4.93171  0.03
C  0.22334  -0.85278  4.56533  -0.02
C  0.59841  -0.82744  3.22453  -0.08
N  -0.20060  -0.35980  2.28002  0.01
C  -1.44832  0.07806  2.60329  -0.15
H  1.51248  0.45469  -4.62634  0.12
H  2.02243  0.54573  -2.19260  0.11
H  -0.84581  0.64970  -5.37796  0.13
H  -3.28131  0.98906  -4.72046  0.12
H  -4.95901  1.13442  -2.93397  0.11
H  -4.34968  0.79353  -0.59564  0.09
H  -4.10858  1.58679  1.12503  0.09
H  -4.90113  1.56374  3.42746  0.11
H  -3.52314  0.65041  5.24626  0.12
H  -1.32725  -0.38110  5.96771  0.13
H  0.91123  -1.24265  5.30128  0.12
H  1.56412  -1.20182  2.90897  0.11
C  4.49349  -3.04422  -2.67535  -0.08
C  3.32975  -2.06025  -2.84446  -0.22
C  1.97717  -2.72251  -2.70687  -0.17
C  1.57151  -3.55593  -3.74298  -0.04
C  0.32903  -4.16480  -3.74576  -0.06
C  -0.55599  -3.91961  -2.70834  -0.03
C  -0.19459  -3.10449  -1.64837  -0.17
C  -1.12273  -2.93611  -0.47624  -0.20
C  -0.73765  -3.87952  0.66993  -0.08
C  1.08491  -2.51485  -1.62831  -0.19
N  1.40973  -1.69264  -0.54987  0.08
C  2.56808  -1.71647  0.02594  -0.07
C  2.98055  -0.64716  0.83912  -0.35
C  4.13381  -0.42192  1.59650  -0.03
C  4.01504  0.86844  2.10938  -0.07
C  2.80230  1.37793  1.63403  -0.14
N  2.18189  0.47274  0.86445  -0.12
H  5.44348  -2.51187  -2.72628  0.08
H  4.48175  -3.79879  -3.46076  0.08
H  4.44463  -3.56520  -1.71841  0.07
H  3.39286  -1.62853  -3.84702  0.11
H  3.44781  -1.24361  -2.13185  0.08
H  2.25567  -3.73513  -4.56437  0.12
H  0.04634  -4.81603  -4.56219  0.11
H  -1.53880  -4.37526  -2.71154  0.12
H  -2.14173  -3.15308  -0.80085  0.12
H  -1.08301  -1.90552  -0.11307  0.06
H  -0.77748  -4.91828  0.34212  0.08
H  -1.42201  -3.75532  1.51017  0.07
H  0.27542  -3.66786  1.01430  0.06
H  3.24099  -2.56217  -0.11137  0.14
H  4.94855  -1.11292  1.74261  0.11
H  4.71132  1.38135  2.75149  0.10
H  2.37819  2.35253  1.81469  0.10
C  -0.56821  4.88188  1.69553  0.02
C  -0.10623  3.66542  0.94040  -0.54
N  0.35689  3.86613  -0.30500  0.20
O  -0.15576  2.54213  1.44191  0.00
H  -0.23722  5.80650  1.22845  0.08
H  -0.19590  4.83059  2.71623  0.10
H  -1.65757  4.87553  1.73929  0.10
H  0.37181  4.77497  -0.73080  0.12
H  0.66425  3.07096  -0.84333  0.09



Record 2
C17H15ClFeO3 as an isolated structure. Source: the Open Molecules 2025 dataset; level of theory: wB97M-V/def2-TZVPD.

The calculated total energy is -70925.084 eV. Its charge is -2. As for the orbital gap (alpha / beta): 6.148 / 6.426 eV. Its multiplicity is 5. The HOMO energy (alpha / beta) comes out at -0.63 / -0.91 eV.

Each line ends with the natural charge from an NBO analysis.
Atoms and positions in Å:
C  -2.29518  -0.96340  -0.07733  -0.36
C  -1.80151  -1.18938  -1.41661  -0.48
C  -1.34827  0.09315  -1.92168  -0.38
H  -1.87350  -2.11451  -1.99224  0.21
C  -1.69782  1.09379  -0.95135  -0.33
C  -2.30797  0.44046  0.15550  -0.26
H  -2.80656  0.93465  0.97603  0.23
H  -2.68952  -1.72652  0.58929  0.23
H  -0.97530  0.27591  -2.92290  0.21
H  -1.58443  2.16381  -1.07058  0.20
Fe  0.02143  -0.90019  -0.39144  1.17
Cl  0.20043  -2.30812  1.15220  -0.66
C  2.40163  0.14504  0.30921  -0.32
C  1.95725  1.37035  -0.26751  -0.31
C  1.49806  1.10824  -1.58699  -0.32
H  2.04152  2.34655  0.19085  0.21
C  1.66049  -0.29272  -1.86061  -0.46
C  2.26877  -0.89211  -0.68018  -0.42
H  2.69084  -1.89772  -0.63504  0.22
H  2.80668  0.01035  1.30534  0.22
H  1.14056  1.84897  -2.29649  0.19
H  1.55253  -0.79237  -2.82620  0.21
O  1.56464  2.55752  3.54669  -0.76
C  0.90475  2.13156  4.55189  0.42
C  1.21166  2.51322  5.90943  -0.35
C  0.50043  2.00719  6.98200  -0.20
C  -0.53357  1.07520  6.78508  -0.35
C  -0.87496  0.68701  5.48890  -0.14
C  -0.23176  1.22415  4.38790  -0.31
C  -0.79248  0.94483  3.03387  0.78
O  -1.76737  0.20896  2.88955  -0.66
O  -0.19876  1.57020  2.01310  -0.71
H  0.60522  2.08389  2.42949  0.51
H  2.02793  3.22094  6.05939  0.19
H  0.74540  2.33486  7.99173  0.18
H  -1.08371  0.66310  7.63229  0.18
H  -1.67689  -0.02787  5.30110  0.22



Record 3
C8H17MnP2 as an isolated structure. Source: the Open Molecules 2025 dataset; level of theory: wB97M-V/def2-TZVPD.

The calculated total energy is -58465.549 eV. As for the orbital gap (alpha / beta): 7.060 / 6.436 eV. Its multiplicity is 5. The HOMO energy (alpha / beta) comes out at -6.44 / -5.85 eV.

Each line ends with the natural charge from an NBO analysis.
Atoms and positions in Å:
C  0.74704  -0.22722  -2.12695  -0.39
C  0.25802  -1.51571  -1.67550  -0.41
C  -1.15393  -1.41474  -1.44917  -0.35
C  -1.53268  -0.06550  -1.68467  -0.38
C  -0.37446  0.67668  -2.10137  -0.41
Mn  0.03348  -0.03235  -0.04154  0.70
P  1.75410  1.22323  0.80216  0.05
H  1.76518  0.00793  -2.42936  0.23
H  0.83780  -2.43782  -1.63066  0.24
H  -1.81836  -2.24457  -1.17864  0.24
H  -0.36860  1.72904  -2.39580  0.23
H  -2.55628  0.33741  -1.66056  0.23
H  1.77678  2.62750  0.48107  0.03
H  3.10667  0.80715  0.54202  0.01
H  1.87911  1.33344  2.21898  -0.01
C  -2.69734  -0.93629  3.70644  -0.91
P  -1.55950  -0.88718  2.27169  0.71
C  -3.12310  -0.91503  1.09734  -0.89
C  -0.81755  0.73606  3.00240  -0.92
H  -3.47920  -1.70645  3.65290  0.23
H  -3.13178  0.05990  3.62905  0.21
H  -2.15973  -1.06854  4.65090  0.22
H  -4.04948  -0.77478  1.67392  0.21
H  -3.15726  -0.19351  0.26325  0.23
H  -3.16596  -1.94950  0.69347  0.23
H  -1.37360  1.02759  3.90113  0.22
H  0.18895  0.45920  3.36269  0.23
H  -0.73353  1.64019  2.37094  0.23



Record 4
A 2-piece molecular cluster, C2BrClNO4 overall. Source: the Open Molecules 2025 dataset; level of theory: wB97M-V/def2-TZVPD.

The calculated total energy is -94317.197 eV. Its charge is -1. As for the orbital gap: 6.521 eV. The HOMO energy comes out at -3.19 eV.

Each line ends with the natural charge from an NBO analysis.
Atoms and positions in Å:
C  1.50872  1.05754  0.79039  1.03
C  -1.61654  -0.22588  0.40452  -0.43
N  -0.89284  -0.77300  -0.94225  0.48
O  1.21532  -0.01802  1.09814  -0.50
O  1.93662  2.06745  0.48020  -0.54
O  -0.42832  0.07944  -1.68871  -0.48
O  -0.76561  -1.98974  -1.11497  -0.47
Cl  -2.86067  -1.23998  1.03393  -0.06
Br  -2.17050  1.49547  -0.09196  -0.03